{"formula": "C4H9N3S", "method": "ωB97M-V/def2-TZVPD", "total_charge": 0, "e_above_lowest_kj_mol": 115.8, "smiles": "[H]/N=C(/N)N[C@H]1C[C@@H]1S", "e_lumo_ev": 0.788, "gap_ev": 9.7, "species": ["H", "N", "C", "N", "N", "C", "C", "C", "S", "H", "H", "H", "H", "H", "H", "H", "H"], "xyz": [[0.4288, -1.8308, 0.6044], [1.4047, -1.8747, 0.2394], [1.6881, -0.6535, 0.0192], [2.9557, -0.2616, -0.4195], [0.8466, 0.4040, 0.2833], [-0.5422, 0.3038, 0.5967], [-1.4968, 1.3273, -0.0122], [-1.5626, -0.1138, -0.3869], [-2.9155, -1.1134, 0.0217], [3.2528, 0.5548, 0.1324], [3.5754, -1.0367, -0.3444], [1.1571, 1.3917, 0.1031], [-0.7047, 0.0321, 1.6126], [-1.0381, 1.9674, -0.7338], [-2.2758, 1.7759, 0.5957], [-1.0640, -0.3417, -1.2831], [-3.7096, -0.5310, -1.0285]], "atomic_forces_ev_per_a": [[0.8, -0.8, -0.4], [-1.3, 0.2, 0.2], [0.3, 0.1, 0.5], [-0.7, 1.2, 0.4], [0.2, 2.4, -0.9], [0.1, 0.7, 0.8], [0.5, -0.3, 0.6], [0.7, 0.5, -0.3], [-1.9, 0.3, -1.3], [0.2, -0.7, -0.6], [0.6, -0.4, 0.1], [-0.2, -1.8, 0.1], [-0.4, -0.1, 0.8], [0.1, 0.4, -0.4], [0.1, -0.3, 0.0], [0.2, -0.3, -1.4], [0.9, -1.0, 1.6]], "mulliken_charge": [0.31, -0.75, 0.50, -0.52, -0.25, -0.69, -0.76, 0.12, -0.25, 0.22, 0.30, 0.26, 0.44, 0.29, 0.26, 0.38, 0.13]}

***

{"formula": "C3H6N2O2S", "method": "ωB97M-V/def2-TZVPD", "total_charge": 0, "e_above_lowest_kj_mol": 417.8, "e_lumo_ev": [0.172, 0.172], "gap_ev": [8.2, 8.2], "species": ["C", "C", "C", "N", "N", "O", "O", "S", "H", "H", "H", "H", "H", "H"], "xyz": [[2.3708, 1.1759, -0.1165], [-0.1435, 0.6651, -0.0509], [-0.2454, -0.8407, 0.3161], [1.1113, 1.4368, 0.0844], [0.5917, -1.8458, -0.3506], [3.0133, -1.3715, 0.8350], [3.3364, 1.8304, -0.0621], [2.3731, -1.1399, -0.4038], [-0.4282, 0.6917, -1.0501], [-0.9601, 1.0539, 0.5595], [-0.0154, -1.0539, 1.3277], [-1.2276, -1.2117, 0.1866], [1.0170, 2.4323, 0.0242], [0.2229, -1.8630, -1.2820]], "atomic_forces_ev_per_a": [[-1.0, -4.3, -0.6], [0.2, -1.6, 1.0], [2.0, -0.4, 0.6], [-1.8, 0.9, 0.6], [2.0, 2.3, 0.3], [1.3, -1.4, 3.5], [1.2, 0.5, -0.2], [-2.0, 1.4, -3.6], [-0.7, 0.4, -2.0], [0.5, 0.8, 0.0], [0.0, 0.6, 1.5], [-1.4, 0.3, -0.2], [-0.8, 0.8, 0.4], [0.6, -0.3, -1.2]], "mulliken_charge": [0.41, -0.35, -0.88, -0.17, -0.51, -0.47, -0.44, 0.38, 0.31, 0.30, 0.37, 0.51, 0.26, 0.29]}

***

{"formula": "C13H35F6HfN4O26S10", "method": "ωB97M-V/def2-TZVPD", "total_charge": 1, "e_above_lowest_kj_mol": 950.1, "e_lumo_ev": -6.766, "gap_ev": 5.6, "species": ["Hf", "N", "S", "O", "O", "F", "S", "O", "O", "F", "N", "S", "O", "O", "F", "S", "O", "O", "F", "N", "S", "O", "O", "F", "S", "O", "O", "F", "C", "N", "O", "O", "H", "H", "H", "O", "S", "O", "O", "C", "C", "C", "H", "H", "H", "H", "H", "H", "H", "H", "O", "S", "O", "O", "C", "C", "C", "H", "H", "H", "H", "H", "H", "H", "H", "O", "S", "O", "O", "C", "C", "C", "H", "H", "H", "H", "H", "H", "H", "H", "O", "S", "O", "O", "C", "C", "C", "H", "H", "H", "H", "H", "H", "H", "H"], "xyz": [[-2.4038, -1.6546, -0.3077], [-2.0399, -2.5913, 1.7087], [-0.7608, -3.0712, 2.5496], [-0.5151, -4.5187, 2.5845], [-0.5244, -2.3335, 3.7624], [0.4266, -2.5182, 1.4948], [-2.9472, -3.3448, 2.9983], [-3.0913, -2.4431, 4.1261], [-3.0662, -4.7546, 3.0949], [-4.4089, -3.0323, 2.3827], [-0.8484, -0.2155, -0.8531], [0.6656, 0.2567, -0.0445], [1.0472, 1.6365, 0.1884], [1.7064, -0.7685, -0.1607], [-0.0679, -0.1576, 1.3236], [-0.2696, 0.6749, -2.0465], [0.7611, -0.0730, -2.8112], [-0.2437, 2.1305, -1.9975], [-1.5435, 0.5892, -3.0109], [-2.9869, -2.2086, -2.4389], [-4.7019, -2.2727, -3.2493], [-5.0632, -3.2360, -4.3549], [-5.5489, -1.0704, -3.1258], [-5.2227, -2.9493, -1.9377], [-2.4880, -2.4840, -3.8569], [-2.6488, -1.3953, -4.8224], [-2.3708, -3.8650, -4.3586], [-0.9772, -2.2500, -3.3551], [4.1434, 1.0129, 0.8526], [5.3351, 0.3007, 1.3040], [6.3879, 0.8890, 1.2538], [5.3254, -0.8339, 1.5991], [3.4279, 1.0635, 1.6734], [3.7638, 0.4526, -0.0018], [4.5486, 1.9690, 0.5211], [-3.6314, 0.3400, -1.1610], [-4.2326, 1.6790, -1.1930], [-5.3070, 2.1198, -0.2866], [-2.9062, 2.7130, -1.0215], [-2.9610, 4.1072, -1.1649], [-1.6713, 4.7877, -0.6572], [-4.7713, 2.0750, -2.8895], [-3.7624, 4.5375, -0.5642], [-3.1852, 4.3958, -2.1919], [-1.4795, 4.5039, 0.3776], [-1.8316, 5.8620, -0.7473], [-0.7922, 4.4155, -1.1833], [-5.4445, 1.2854, -3.2234], [-3.9039, 2.2129, -3.5351], [-5.2155, 3.0675, -2.8134], [0.5643, -4.5113, -2.7806], [0.5664, -4.0427, -1.3989], [-0.4677, -3.0796, -0.8865], [0.4810, -5.3948, -0.3896], [1.2323, -6.5565, -0.7355], [0.2632, -7.4038, -1.4565], [2.3197, -3.4657, -0.9931], [1.4369, -7.0119, 0.2334], [2.1194, -6.3373, -1.3298], [-0.5600, -7.6021, -0.7700], [0.6587, -8.3927, -1.6880], [0.1405, -6.9958, -2.4598], [2.2467, -2.9690, -0.0256], [2.5585, -2.7827, -1.8083], [3.0458, -4.2637, -0.8375], [-1.8882, 2.3042, 2.0987], [-2.5397, 1.0725, 2.4562], [-2.9139, 0.1541, 1.3204], [-1.7151, 0.2561, 3.5134], [-0.6676, 0.8039, 4.2809], [-1.3123, 0.6330, 5.7549], [-4.1085, 1.4986, 3.4627], [-0.3084, 1.7813, 3.9588], [0.0858, 0.0274, 4.1489], [-1.3569, -0.3895, 6.1297], [-2.1993, 1.2370, 5.9464], [-0.6462, 1.0759, 6.4954], [-4.5872, 0.5379, 3.2728], [-4.7995, 2.3083, 3.2283], [-3.7451, 1.4185, 4.4872], [5.0087, 5.1555, -3.3488], [5.1227, 4.0824, -2.3279], [5.5381, 2.7423, -2.6613], [6.0953, 4.6881, -1.1149], [6.9472, 3.8316, -0.4623], [6.9269, 4.2564, 1.0023], [3.5158, 4.0967, -1.4840], [7.9342, 4.0630, -0.8627], [6.7489, 2.7605, -0.5024], [7.6449, 3.5504, 1.4196], [5.9073, 4.1660, 1.3770], [7.1855, 5.2877, 1.2426], [2.7952, 4.3337, -2.2668], [3.7209, 4.8604, -0.7339], [3.3008, 3.1799, -0.9350]], "atomic_forces_ev_per_a": [[2.1, 2.5, -0.8], [-1.0, -1.5, 0.7], [9.4, -1.6, -0.5], [-0.9, 3.3, -0.6], [-0.4, -0.5, -1.7], [-1.9, -0.9, 1.5], [-8.9, 1.6, 2.5], [1.6, -1.5, -1.4], [1.4, 0.6, -0.3], [0.6, 0.3, -1.5], [2.1, 1.5, 1.0], [3.2, -3.0, 6.3], [-1.1, -2.3, -0.9], [-2.5, 2.4, -0.5], [0.4, 0.6, 0.0], [-1.8, 2.2, -10.5], [-1.9, 1.9, 2.9], [0.8, -2.6, 1.3], [0.1, -1.0, 0.5], [-4.7, 0.4, 1.8], [-7.8, 0.0, -0.1], [2.4, 3.2, 3.7], [3.2, -1.3, -1.0], [0.2, -1.3, 0.8], [9.4, -2.5, -6.8], [-1.3, -1.7, 2.1], [-1.4, 3.2, 1.7], [0.1, 0.3, -0.4], [-0.1, 0.4, -0.4], [1.9, 1.3, -0.7], [0.8, 1.9, -0.1], [-1.8, -3.6, 1.1], [0.1, 0.1, -0.2], [-0.1, 0.1, 0.2], [-0.5, 0.1, 0.2], [0.0, -0.8, 0.5], [-0.3, 4.2, 0.1], [2.4, -1.7, -1.4], [-1.2, -3.8, 0.1], [-0.4, 2.1, 0.4], [-0.2, -1.3, -0.2], [0.6, 0.0, 0.7], [-0.3, -0.3, 0.1], [0.3, -0.2, -0.2], [-0.3, 0.2, 0.2], [0.3, -0.1, 0.0], [-0.1, 0.4, -0.4], [0.0, 0.2, 0.0], [0.2, -0.6, 0.1], [-0.4, -0.3, 0.2], [-0.6, 1.3, 2.4], [2.0, -3.2, 0.0], [-0.3, -0.6, -0.1], [-0.8, 4.5, -0.6], [0.0, -0.7, 0.1], [0.6, -1.6, -0.9], [-1.6, 0.6, 0.4], [0.6, 0.3, 0.0], [0.1, 0.1, 0.3], [-0.5, 0.4, -0.7], [0.4, -0.2, 0.3], [-1.1, 0.2, 0.3], [-0.1, 0.2, -0.3], [0.1, -0.1, 0.2], [-0.6, -0.4, -0.7], [0.0, -1.1, -0.1], [-1.1, 2.0, 0.4], [0.5, -0.4, 1.0], [-2.3, -0.3, -3.3], [-0.4, -1.3, 3.4], [2.3, 1.5, 0.0], [1.2, -2.7, -0.7], [-0.4, 0.0, 0.1], [0.4, 0.5, 0.2], [-0.5, -0.1, -0.8], [-0.3, -0.4, -0.6], [0.5, 0.2, -0.1], [-0.6, 0.0, 0.3], [0.9, 0.2, -0.5], [-0.1, 0.5, -0.1], [0.6, -2.6, 2.4], [-0.1, 2.3, -1.2], [-0.2, 0.8, 0.3], [-3.2, 0.1, -3.1], [2.0, 0.5, 1.8], [0.1, -0.6, -0.2], [1.2, 0.0, 0.1], [0.3, -0.6, 0.0], [-0.3, 0.1, -0.5], [-0.3, 0.2, 0.9], [0.0, -0.6, 0.3], [0.4, 0.0, -0.5], [-0.1, 0.1, 0.4], [-0.7, 0.4, -0.3], [0.1, -0.1, -0.4]], "mulliken_charge": [1.78, 0.14, 0.58, -0.49, -0.50, -0.17, 0.89, -0.47, -0.51, -0.33, 1.01, 0.42, -0.39, -0.47, -0.14, 0.31, -0.55, -0.36, -0.31, -0.04, 0.69, -0.39, -0.52, -0.24, 0.91, -0.52, -0.53, -0.23, 0.20, 1.05, -0.58, -0.62, 0.24, 0.03, -0.28, -0.09, 0.59, -0.58, -0.01, -0.43, -0.96, -1.10, 0.36, 0.35, 0.16, 0.42, 0.20, 0.44, 0.33, 0.45, -0.60, 0.95, 0.37, -0.09, -0.27, -1.18, -0.82, 0.32, 0.32, 0.28, 0.43, 0.31, 0.08, 0.37, 0.59, -0.66, 1.04, -0.40, 0.17, -0.45, -1.27, -0.93, 0.52, 0.22, 0.31, 0.31, 0.45, 0.36, 0.36, 0.21, -0.62, 1.22, -0.60, -0.36, -0.28, -1.11, -0.55, 0.32, 0.39, 0.32, 0.22, 0.40, 0.47, 0.38, -0.20]}